(1)
17
Properties=species:S:1:pos:R:3:forces:R:3:nbo_charge:R:1 method="wB97M-V/def2-TZVPD" orbital_gap_ev=9.80 smiles="CNC(=O)CN.O" e_above_lowest_ev=1.0126 largest_force_ev_per_a=0.90
C 0.6181 -1.1969 -1.7351 -0.290 0.095 -0.601 -0.42
N 0.3841 -0.4580 -0.5169 0.778 0.041 0.459 -0.61
C 0.3888 -1.1080 0.6809 -0.215 0.049 -0.284 0.66
O 0.4033 -2.3236 0.7640 0.046 0.073 0.190 -0.63
C 0.2938 -0.2138 1.9226 -0.666 -0.238 -0.292 -0.32
N -0.7643 0.7933 1.7761 0.323 0.155 0.084 -0.83
H 1.0247 -2.1781 -1.5401 0.025 -0.223 0.321 0.23
H -0.3129 -1.3238 -2.2906 -0.025 -0.063 -0.001 0.19
H 1.3157 -0.6902 -2.3958 0.084 0.283 0.073 0.19
H 0.6489 0.5169 -0.4806 -0.437 -0.088 -0.142 0.40
H 1.2426 0.2886 2.0982 0.136 -0.086 0.020 0.20
H 0.0800 -0.9173 2.7234 0.282 0.012 0.265 0.20
H -1.6319 0.4645 2.1749 -0.076 -0.094 -0.126 0.36
H -0.5228 1.6335 2.2795 0.011 0.090 0.037 0.36
O -1.2067 3.2211 -2.2346 -0.032 -0.205 0.056 -0.94
H -0.8135 4.0962 -2.2785 -0.002 0.021 -0.158 0.47
H -1.3057 2.9130 -3.1424 0.058 0.178 0.099 0.47

(2)
22
Properties=species:S:1:pos:R:3:forces:R:3:nbo_charge:R:1 method="wB97M-V/def2-TZVPD" s2=6.00 orbital_gap_ev="6.79 / 6.99" spin_multiplicity=5 e_above_lowest_ev=0.3796 largest_force_ev_per_a=1.32
O -0.1562 1.8604 0.4397 0.169 -0.930 0.112 -0.73
O -0.0039 0.7006 2.3613 -0.069 -0.143 0.515 -0.49
C -0.7830 -0.3056 3.0168 0.276 -0.139 -0.146 -0.11
C -2.1220 -0.2085 2.2979 -0.183 -0.128 0.120 -0.10
O -1.7530 0.3674 1.0279 -0.701 -0.513 -0.312 -0.59
C -0.4651 0.8803 1.1172 0.759 0.969 -0.471 0.95
H -0.3037 -1.2809 2.8607 -0.092 0.199 0.052 0.20
H -0.8385 -0.0672 4.0822 0.043 -0.039 -0.263 0.21
H -2.8225 0.4759 2.7896 0.135 -0.135 -0.112 0.20
H -2.5943 -1.1811 2.1268 0.092 0.227 0.049 0.21
O -0.3988 -1.3063 -0.8375 0.914 -0.843 -0.368 -0.84
O 1.7195 1.7443 -2.4398 -0.104 -0.350 0.408 -1.02
C 1.2879 0.5311 -2.9129 0.076 0.377 0.040 -0.06
C 1.8408 -0.6460 -2.1051 0.144 -0.414 -0.635 -0.13
O 1.6168 -0.4258 -0.6850 -0.339 -0.027 0.822 -0.55
C 0.4490 -0.7317 -0.1124 0.060 1.096 0.000 0.49
H 0.1743 0.4505 -2.9070 0.082 -0.085 -0.033 0.10
H 1.5867 0.3280 -3.9676 -0.031 0.029 0.183 0.14
H 2.9320 -0.7052 -2.1994 -0.287 0.096 0.069 0.19
H 1.3912 -1.6002 -2.4073 0.107 0.167 0.126 0.18
Li 1.4627 1.8594 -0.6579 -0.103 0.017 -0.481 0.93
V -2.2199 -0.7394 -0.8882 -0.948 0.573 0.325 0.82

(3)
19
Properties=species:S:1:pos:R:3:forces:R:3:nbo_charge:R:1 method="wB97M-V/def2-TZVPD" orbital_gap_ev=9.93 smiles=CC(C)CCN e_above_lowest_ev=0.8946 largest_force_ev_per_a=2.89
C -0.6502 -1.2948 -0.6801 1.125 -1.312 0.315 -0.62
C -0.8067 0.1846 -0.3539 1.094 -0.652 -1.416 -0.22
C -2.2271 0.5437 -0.0712 -2.084 0.468 -0.291 -0.61
C 0.2218 0.5702 0.7097 -1.579 0.354 0.747 -0.41
C 1.6497 0.6544 0.1981 0.230 2.270 -1.775 -0.22
N 2.6537 -0.2165 0.7248 0.421 -0.579 0.952 -0.85
H 0.4118 -1.6148 -0.7033 -0.096 0.709 -0.561 0.21
H -1.0930 -1.6627 -1.6184 -0.153 0.305 0.429 0.21
H -0.9106 -1.9477 0.1561 -0.966 0.113 0.079 0.20
H -0.5463 0.6729 -1.3122 0.025 0.261 0.424 0.19
H -2.8461 0.0384 -0.8388 0.109 0.051 0.451 0.21
H -2.5220 1.6088 -0.2065 0.750 -0.393 0.156 0.21
H -2.6508 0.2688 0.9095 0.507 -0.228 -0.211 0.21
H 0.1010 -0.2046 1.4923 0.282 0.541 0.051 0.20
H -0.2321 1.5298 1.0828 1.191 -0.648 0.215 0.21
H 2.0406 1.7164 0.2727 -0.470 -0.956 0.461 0.18
H 1.5709 0.5994 -0.9095 0.004 -0.471 0.235 0.16
H 2.3731 -1.1409 1.0174 -0.364 0.066 -0.174 0.36
H 3.4623 -0.3056 0.1307 -0.025 0.101 -0.087 0.36

(4)
50
Properties=species:S:1:pos:R:3:forces:R:3:nbo_charge:R:1 method="wB97M-V/def2-TZVPD" orbital_gap_ev="3.61 / 3.64" e_above_lowest_ev=0.0000 largest_force_ev_per_a=4.47 charge=+2
P -0.1143 -2.1022 1.8225 -1.773 0.016 2.414 1.44
P -0.4680 2.3443 1.9908 -1.684 0.562 0.188 0.92
C -1.1983 -0.4872 1.2661 -0.290 -0.608 0.909 -0.64
C -0.8519 0.9237 0.7337 0.662 1.039 -0.575 -0.72
H -1.6982 -0.2650 2.2509 0.833 -0.493 -0.464 0.30
H -2.0358 -0.9258 0.7067 0.539 -0.052 -0.321 0.26
H -0.0029 1.1687 0.0522 -0.232 -0.470 0.696 0.17
H -1.6300 1.2427 0.0235 -0.452 -0.245 0.667 0.24
C -2.2042 2.7936 2.2942 -1.061 0.487 -0.795 -1.00
H -2.2255 3.3616 3.2404 -0.210 -0.243 -0.468 0.27
H -2.7978 1.8487 2.4077 0.531 0.740 0.160 0.23
H -2.6834 3.3643 1.4827 -0.126 0.019 0.370 0.23
C 0.3776 3.6656 0.9447 -0.045 0.221 -0.623 -0.96
H 0.0328 3.9089 -0.0905 -0.268 -0.266 0.756 0.20
H 1.4521 3.4345 0.8192 -0.471 -0.123 0.448 0.25
H 0.3389 4.6278 1.4964 -0.122 -0.640 -0.111 0.29
C -1.2905 -3.5296 1.7937 -1.077 -0.072 -1.623 -0.97
H -1.2330 -4.2806 2.6012 0.315 0.939 0.131 0.30
H -1.1097 -4.1412 0.8942 -0.039 0.338 0.019 0.26
H -2.3603 -3.1850 1.6811 1.125 -0.213 0.382 0.28
C 1.4532 -2.7793 1.1536 0.318 0.823 -0.772 -0.92
H 2.1429 -1.9630 0.7503 -0.603 -1.213 0.552 0.21
H 1.1608 -3.5324 0.3816 0.601 0.628 0.504 0.28
H 2.0135 -3.2458 1.9998 -0.551 0.323 -0.581 0.32
Ti 1.2591 -0.1049 -0.5053 1.115 0.788 3.709 1.61
C 1.1262 1.4388 -1.7645 -0.559 3.946 -2.018 -0.76
C -0.2517 1.7520 -1.9362 0.198 1.005 -0.263 0.26
C -1.2650 0.9385 -2.6374 0.222 -1.058 0.170 -0.53
C -0.8413 -0.5153 -2.8739 -0.375 -0.580 -0.033 -0.43
C 0.0242 -1.1420 -1.7191 0.024 -0.565 -2.339 -0.60
C 1.4446 -1.3852 -1.9561 0.230 -0.506 0.005 -0.57
C 2.4004 -0.4841 -2.8000 0.102 -0.833 -1.076 -0.49
C 1.8622 0.9366 -3.0328 0.488 -0.477 -0.241 -0.38
C 0.1003 -1.9141 3.6155 2.027 1.401 -0.250 -0.98
H 1.7448 2.2866 -1.3098 -0.981 -0.927 -0.065 0.31
H -0.6596 2.7481 -1.6240 0.579 -0.971 0.270 0.25
H -1.4440 1.3887 -3.6200 -0.185 0.444 0.050 0.31
H -2.2342 0.9450 -2.1039 0.429 0.501 -0.172 0.27
H -1.7479 -1.1342 -3.0243 0.361 0.347 0.363 0.26
H -0.3949 -0.5748 -3.8835 0.476 -0.210 0.759 0.24
H -0.4983 -1.9358 -1.1598 0.239 0.143 -0.334 0.25
H 1.9318 -2.2638 -1.5297 -0.167 -0.180 -0.392 0.25
H 2.5736 -0.9414 -3.8056 -0.111 0.074 0.764 0.30
H 3.4447 -0.4386 -2.3863 -0.915 -0.173 0.155 0.26
H 2.7391 1.5944 -3.1615 -0.551 -0.118 -0.053 0.27
H 1.2586 1.0142 -3.9609 0.235 -0.079 0.773 0.25
H 0.9787 -1.2270 3.7340 -0.862 -0.205 -0.072 0.31
H 0.5123 -2.8258 4.0655 -0.932 -0.157 -0.069 0.28
H -0.7512 -1.4003 4.0840 0.177 -0.694 -0.019 0.28
Br 1.6197 0.9972 2.5987 2.815 -2.415 -1.483 -0.46

Calculated E_tot in order - -10348.4752, -44526.1000, -6885.3027, -127770.6867 eV